ORCA calculation (ωB97M-V/def2-TZVPD) on a structure of composition C46H56BCrF5N7O11S3.

Computed properties:
LUMO (spin up / spin down): 3.854 / 3.853 eV
HOMO level (spin up / spin down): -3.9 / -4.0 eV
Expectation value of S²: 3.768
2S+1: 4
Charge: -2

Last column: Löwdin charge in e.
Geometry (Å):
Cr -0.494 0.510 0.050  1.007
C -0.661 4.794 3.525  -0.019
C 0.027 4.009 2.456  -0.255
C 1.207 4.293 1.825  0.023
C 1.405 3.272 0.886  -0.200
N 0.395 2.391 0.958  0.119
N -0.445 2.873 1.923  0.045
B -1.726 2.169 2.342  -0.545
N -2.716 2.099 1.195  0.042
N -2.518 1.331 0.085  0.094
C -3.561 1.589 -0.731  -0.189
C -4.409 2.515 -0.114  0.020
C -3.833 2.828 1.088  -0.257
C -4.310 3.804 2.111  -0.017
C -3.888 1.091 -2.129  -0.499
C -3.269 -0.254 -2.459  -0.051
C -3.466 2.156 -3.154  -0.021
C -5.417 0.918 -2.236  -0.068
N -1.403 0.774 2.890  0.043
N -0.712 -0.161 2.175  0.117
C -0.515 -1.200 3.013  -0.174
C -1.089 -0.896 4.258  0.009
C -1.644 0.352 4.136  -0.264
C -2.388 1.145 5.160  -0.024
C 0.168 -2.557 2.844  -0.485
C 0.853 -2.805 1.511  -0.007
C 1.258 -2.672 3.926  -0.040
C -0.884 -3.653 3.092  -0.026
C 2.647 3.275 0.020  -0.507
C 3.820 2.760 0.865  -0.034
C 2.485 2.443 -1.232  -0.036
C 2.936 4.729 -0.410  -0.048
H -0.045 5.658 3.772  0.077
H -0.815 4.208 4.432  0.069
H -1.635 5.155 3.193  0.069
H 1.837 5.148 1.995  0.109
H -2.225 2.796 3.224  0.105
H -5.311 2.941 -0.514  0.109
H -5.282 4.188 1.801  0.077
H -3.626 4.649 2.197  0.074
H -4.413 3.352 3.099  0.071
H -2.188 -0.211 -2.433  0.040
H -3.566 -0.548 -3.470  0.100
H -3.631 -1.012 -1.759  0.091
H -2.396 2.141 -3.321  0.054
H -3.741 3.162 -2.830  0.077
H -3.954 1.940 -4.110  0.090
H -5.811 0.303 -1.422  0.087
H -5.644 0.424 -3.183  0.077
H -5.941 1.876 -2.234  0.069
H -1.110 -1.522 5.134  0.105
H -2.484 0.548 6.066  0.075
H -3.387 1.412 4.814  0.079
H -1.869 2.072 5.410  0.071
H 1.752 -2.202 1.445  0.078
H 0.216 -2.568 0.665  0.073
H 1.145 -3.858 1.454  0.065
H 1.973 -1.850 3.844  0.093
H 1.801 -3.612 3.787  0.070
H 0.841 -2.668 4.934  0.070
H -1.703 -3.561 2.382  0.070
H -1.289 -3.589 4.105  0.073
H -0.413 -4.636 2.974  0.073
H 3.642 1.736 1.195  0.068
H 3.968 3.390 1.746  0.077
H 4.739 2.777 0.270  0.086
H 2.471 1.378 -1.027  0.062
H 3.292 2.650 -1.940  0.102
H 1.549 2.706 -1.712  0.054
H 3.342 5.322 0.414  0.068
H 2.033 5.221 -0.785  0.070
H 3.681 4.720 -1.208  0.080
O -0.186 5.676 -1.344  -0.352
S -1.049 4.654 -1.927  0.431
O -2.248 5.193 -2.557  -0.347
O -1.273 3.508 -1.074  -0.314
C -0.064 4.109 -3.368  -0.191
C 0.258 5.223 -4.163  -0.080
C 1.007 5.129 -5.313  -0.093
C 1.477 3.881 -5.713  -0.094
C 1.174 2.777 -4.951  -0.082
C 0.403 2.861 -3.775  -0.202
S 0.185 1.149 -3.183  0.515
O -0.726 0.569 -4.144  -0.290
O 1.529 0.621 -3.203  -0.293
O -0.422 1.120 -1.824  -0.409
H -0.106 6.186 -3.831  0.104
H 1.228 6.018 -5.892  0.093
H 2.074 3.769 -6.610  0.093
H 1.541 1.806 -5.254  0.104
F 5.011 -3.698 -1.997  0.084
C 4.097 -2.832 -1.517  -0.212
C 2.838 -2.747 -2.076  -0.155
F 2.524 -3.545 -3.108  0.110
C 1.891 -1.868 -1.586  -0.135
F 0.696 -1.904 -2.167  0.095
C 2.143 -1.009 -0.503  -0.283
O 1.310 -0.192 0.073  -0.155
C 3.433 -1.146 0.045  -0.139
F 3.740 -0.456 1.158  0.090
C 4.384 -2.020 -0.440  -0.151
F 5.586 -2.106 0.158  0.093
C 4.633 -4.830 1.954  -0.033
C 3.371 -5.297 1.278  -0.258
C 3.162 -5.071 -0.078  -0.016
C 1.990 -5.482 -0.696  -0.040
C 1.004 -6.111 0.054  -0.269
C 1.197 -6.354 1.407  -0.078
C 2.381 -5.953 2.006  -0.063
S -0.523 -6.561 -0.729  0.610
O -0.176 -7.049 -2.036  -0.296
O -1.258 -7.373 0.201  -0.307
N -1.328 -5.183 -0.919  -0.112
C -0.777 -4.162 -1.819  -0.203
C -1.730 -2.990 -1.937  -0.089
C -1.819 -2.316 -0.574  -0.622
O -2.389 -2.937 0.328  0.022
O -1.195 -1.215 -0.427  -0.140
H 5.310 -4.360 1.242  0.067
H 5.157 -5.662 2.428  0.077
H 4.407 -4.098 2.732  0.081
H 3.918 -4.558 -0.661  0.086
H 1.843 -5.317 -1.756  0.109
H 0.417 -6.846 1.972  0.108
H 2.531 -6.136 3.065  0.114
H -1.736 -4.780 -0.074  0.100
H -0.594 -4.613 -2.792  0.126
H 0.179 -3.793 -1.430  0.090
H -2.726 -3.333 -2.226  0.130
H -1.357 -2.309 -2.695  0.110

***

ORCA calculation (ωB97M-V/def2-TZVPD) on a structure of composition C46H56BaBrFIN5O2PS.

Computed properties:
LUMO: 1.906 eV
HOMO level: -4.5 eV
Charge: -1

Last column: Löwdin charge in e.
Geometry (Å):
Ba -0.330 -0.094 0.656  1.763
C 1.240 -3.550 -3.957  -0.057
C 0.239 -2.571 -3.329  -0.358
C -1.177 -3.154 -3.399  -0.056
C 0.344 -1.189 -3.974  -0.144
C 0.012 -1.049 -5.318  -0.057
C 0.098 0.178 -5.961  -0.099
C 0.516 1.289 -5.244  -0.056
C 0.870 1.196 -3.898  -0.141
C 1.408 2.420 -3.172  -0.375
C 2.904 2.611 -3.461  -0.053
C 0.635 3.698 -3.491  -0.069
C 0.803 -0.057 -3.247  -0.225
N 1.160 -0.217 -1.893  -0.029
C 2.356 -0.818 -1.671  -0.296
C 3.384 -1.058 -2.632  -0.047
C 4.587 -1.671 -2.305  -0.116
C 4.863 -2.092 -1.008  -0.129
C 3.891 -1.877 -0.037  -0.041
C 2.719 -1.264 -0.384  -0.227
F 1.767 -1.103 0.614  -0.253
H 1.175 -4.528 -3.468  0.078
H 2.264 -3.182 -3.847  0.064
H 1.038 -3.686 -5.027  0.073
H 0.491 -2.465 -2.278  0.115
H -1.521 -3.252 -4.437  0.074
H -1.898 -2.541 -2.853  0.058
H -1.197 -4.144 -2.934  0.078
H -0.317 -1.922 -5.880  0.106
H -0.148 0.267 -7.014  0.095
H 0.565 2.251 -5.744  0.102
H 1.284 2.207 -2.113  0.076
H 3.080 2.641 -4.541  0.081
H 3.491 1.785 -3.050  0.065
H 3.268 3.549 -3.025  0.075
H 0.693 3.952 -4.554  0.071
H 1.048 4.536 -2.921  0.061
H -0.414 3.598 -3.209  0.057
H 3.200 -0.740 -3.650  0.110
H 5.327 -1.820 -3.083  0.095
H 5.795 -2.582 -0.758  0.086
H 4.036 -2.189 0.992  0.119
Br -3.477 3.254 -5.642  0.730
C -2.997 2.477 -3.984  -0.691
C -2.968 3.263 -2.845  -0.126
C -2.613 2.644 -1.656  -0.152
N -2.294 1.351 -1.565  0.045
C -2.317 0.625 -2.687  -0.120
C -2.677 1.138 -3.925  -0.097
H -3.192 4.320 -2.880  0.104
H -2.584 3.217 -0.730  0.088
H -2.043 -0.421 -2.589  0.095
H -2.672 0.510 -4.806  0.105
C -0.846 -3.451 3.361  -0.115
N -0.556 -4.573 2.481  -0.254
C -1.452 -5.682 2.731  -0.128
C -0.470 -4.166 1.067  -0.185
C -1.747 -3.635 0.437  -0.294
C -2.685 -4.566 -0.030  -0.095
C -3.909 -4.152 -0.549  -0.123
C -4.195 -2.790 -0.592  -0.132
C -3.231 -1.875 -0.160  -0.215
C -1.971 -2.239 0.359  -0.269
H -0.741 -3.778 4.400  0.078
H -1.861 -3.045 3.226  0.089
H -0.137 -2.643 3.176  0.064
H -1.323 -6.016 3.764  0.075
H -1.203 -6.517 2.070  0.078
H -2.512 -5.434 2.586  0.078
H -0.106 -5.035 0.510  0.113
H 0.300 -3.393 1.021  0.092
H -2.452 -5.631 -0.010  0.096
H -4.627 -4.881 -0.911  0.085
H -5.152 -2.446 -0.976  0.084
H -3.488 -0.807 -0.237  0.050
C 2.869 5.381 2.320  -0.047
N 3.134 4.230 1.484  -0.124
C 4.303 3.465 1.473  -0.058
C 4.109 2.458 0.611  -0.065
N 2.828 2.622 0.104  0.086
C 2.209 3.707 0.638  -0.804
S 0.665 4.285 0.293  0.589
H 3.808 5.737 2.734  0.084
H 2.186 5.119 3.126  0.092
H 2.404 6.160 1.725  0.067
H 5.160 3.706 2.084  0.115
H 4.758 1.651 0.310  0.120
H 2.360 1.995 -0.530  0.103
I 0.770 -0.179 9.951  0.811
C 0.778 0.068 7.870  -0.739
C 1.590 1.044 7.307  -0.154
C 1.595 1.194 5.924  -0.017
C 0.798 0.389 5.119  -0.121
C -0.015 -0.573 5.706  -0.014
C -0.026 -0.748 7.087  -0.146
C 0.811 0.585 3.616  -0.637
O 1.636 1.367 3.131  0.000
O -0.074 -0.074 2.951  -0.435
H 2.203 1.679 7.932  0.086
H 2.222 1.937 5.445  0.115
H -0.638 -1.193 5.073  0.098
H -0.652 -1.503 7.541  0.090
C -4.464 2.537 1.802  -0.306
P -2.814 1.744 1.949  0.743
C -3.122 0.820 3.515  -0.287
C -1.856 3.150 2.651  -0.309
H -4.745 3.017 2.744  0.036
H -5.206 1.775 1.551  0.035
H -4.463 3.285 1.005  0.023
H -3.461 1.496 4.306  0.040
H -2.196 0.334 3.821  0.003
H -3.874 0.044 3.345  0.042
H -2.343 3.544 3.551  0.041
H -1.748 3.947 1.916  -0.008
H -0.846 2.814 2.909  0.021

***

In the order shown, the computed DFT total energy values come out to -156763.55778, -161839.49015 eV.
In the order shown, the computed relative energy (zero: lowest compared OMol25 entry of this formula, charge and spin) values come out to 0.000, 1.094 eV.